Arrangement P

13
Properties=species:S:1:pos:R:3:nbo_charge:R:1 method="wB97M-V/def2-TZVPD" spin_multiplicity=1 total_charge=-1 e_lumo_ev=4.455 smiles=C[C@H](N)C[O-] e_homo_ev=-2.433
C -1.38 -0.06 0.46 -0.63
C -0.15 0.15 -0.44 -0.09
N 0.22 -1.13 -1.08 -0.87
C 1.09 0.72 0.30 -0.02
O 2.21 0.63 -0.43 -0.95
H -1.07 -0.34 1.47 0.19
H -1.97 -0.88 0.05 0.20
H -2.00 0.82 0.53 0.19
H -0.40 0.88 -1.21 0.15
H 0.29 -1.78 -0.28 0.31
H 1.22 -0.95 -1.27 0.39
H 1.14 0.18 1.29 0.05
H 0.80 1.77 0.61 0.07

Arrangement Q

13
Properties=species:S:1:pos:R:3:nbo_charge:R:1 method="wB97M-V/def2-TZVPD" spin_multiplicity=1 total_charge=-1 e_lumo_ev=4.484 smiles=C[C@H](N)C[O-] e_homo_ev=-2.442
C -1.44 0.28 -0.24 -0.65
C 0.04 0.35 -0.01 -0.11
N 0.95 0.39 -1.16 -0.88
C 0.60 -0.91 0.77 -0.01
O 1.90 -0.91 1.02 -0.94
H -1.64 -0.07 -1.23 0.20
H -1.89 1.29 -0.20 0.18
H -1.67 -0.44 0.64 0.22
H 0.29 1.20 0.56 0.13
H 1.73 0.16 -0.58 0.41
H 0.82 1.42 -1.49 0.32
H 0.24 -1.77 0.17 0.07
H 0.05 -0.99 1.77 0.06

Arrangement R

13
Properties=species:S:1:pos:R:3:nbo_charge:R:1 method="wB97M-V/def2-TZVPD" spin_multiplicity=1 total_charge=-1 e_lumo_ev=4.167 e_homo_ev=-1.953
C 0.20 1.91 -1.75 -0.24
O -0.65 0.73 -1.76 -0.80
H 0.24 2.49 -2.69 0.15
H -0.19 2.64 -0.99 0.14
H 1.21 1.76 -1.50 0.16
C 1.07 -1.43 1.77 -0.81
C -0.33 -1.22 1.46 0.08
N -0.94 -1.08 0.27 -0.95
H 1.62 -1.45 0.89 0.18
H 1.19 -1.94 2.67 0.17
H -1.06 -1.48 2.29 0.10
H -1.91 -0.96 0.42 0.31
H -0.44 0.03 -1.06 0.52

Arrangement S

13
Properties=species:S:1:pos:R:3:nbo_charge:R:1 method="wB97M-V/def2-TZVPD" spin_multiplicity=1 total_charge=-1 e_lumo_ev=4.429 smiles=CCNC[O-] e_homo_ev=-2.575
C -0.46 -1.60 0.26 -0.61
C 0.49 -0.56 -0.30 -0.25
N -0.30 0.56 -0.85 -0.77
C 0.19 1.92 0.17 0.17
O 0.34 1.78 1.45 -0.88
H -1.04 -2.01 -0.57 0.18
H 0.01 -2.58 0.69 0.16
H -1.01 -1.26 1.14 0.22
H 1.15 -0.27 0.54 0.21
H 1.04 -0.99 -1.15 0.15
H -1.28 0.28 -0.79 0.31
H 1.15 1.86 -0.42 0.05
H -0.29 2.87 -0.17 0.08

The structure with the least stability is arrangement S.

Arrangement P

13
Properties=species:S:1:pos:R:3:nbo_charge:R:1 method="wB97M-V/def2-TZVPD" spin_multiplicity=1 total_charge=-1 e_lumo_ev=4.392 smiles=CNCC[O-] e_homo_ev=-2.346
C 0.78 -1.22 -1.00 -0.40
N -0.32 -0.29 -0.94 -0.68
C -0.79 -0.05 0.45 -0.26
C -0.16 1.27 0.98 -0.02
O -0.47 2.28 0.19 -0.95
H 1.01 -1.38 -2.06 0.17
H 0.43 -2.09 -0.46 0.18
H 1.75 -0.89 -0.57 0.15
H -0.22 0.70 -1.22 0.40
H -0.65 -0.95 1.05 0.14
H -1.86 0.22 0.44 0.17
H 0.95 1.11 1.05 0.06
H -0.44 1.30 2.08 0.06

Arrangement Q

13
Properties=species:S:1:pos:R:3:nbo_charge:R:1 method="wB97M-V/def2-TZVPD" spin_multiplicity=1 total_charge=-1 e_lumo_ev=4.503 smiles=C[C@@H](N)C[O-] e_homo_ev=-2.349
C -0.81 0.30 1.21 -0.63
C -0.33 0.20 -0.26 -0.08
N 0.43 1.40 -0.64 -0.86
C 0.57 -1.09 -0.47 -0.01
O 1.23 -1.08 -1.63 -0.95
H -0.03 0.64 1.89 0.20
H -1.77 0.81 1.14 0.19
H -0.98 -0.71 1.61 0.19
H -1.20 0.10 -0.91 0.15
H 1.39 1.14 -0.40 0.35
H 0.49 1.42 -1.65 0.36
H 1.17 -1.16 0.48 0.04
H -0.14 -1.97 -0.36 0.06

Arrangement R

13
Properties=species:S:1:pos:R:3:nbo_charge:R:1 method="wB97M-V/def2-TZVPD" spin_multiplicity=1 total_charge=-1 e_lumo_ev=3.983 e_homo_ev=-2.112
C -1.19 -0.16 2.76 -0.17
O -0.61 -0.02 1.57 -0.97
H -1.98 0.63 3.00 0.05
H -1.72 -1.14 2.96 0.06
H -0.59 0.00 3.72 0.05
C -0.50 0.25 -1.40 -0.41
C 1.85 -0.20 -1.50 0.04
N 0.80 0.16 -2.10 -0.51
H -0.27 0.91 -0.55 0.23
H -0.79 -0.76 -1.13 0.22
H -1.24 0.79 -1.99 0.17
H 2.23 -1.22 -1.67 0.13
H 2.27 0.32 -0.62 0.11

The structure with the least stability is arrangement R.

Arrangement P

9
Properties=species:S:1:pos:R:3:nbo_charge:R:1 method="wB97M-V/def2-TZVPD" spin_multiplicity=1 total_charge=0 e_lumo_ev="-3.749 / -3.745" e_homo_ev="-9.820 / -9.820"
C -0.96 -1.43 1.26 0.34
N -1.02 -2.60 1.27 -0.31
N -1.03 -0.19 1.61 -0.27
N -0.57 0.85 1.15 0.11
N 0.75 -0.09 -1.83 -0.57
N 0.19 1.10 0.22 0.20
F 0.14 2.37 -0.28 -0.19
H 1.18 -0.66 -1.13 0.35
H 1.31 0.64 -2.26 0.34

Arrangement Q

9
Properties=species:S:1:pos:R:3:nbo_charge:R:1 method="wB97M-V/def2-TZVPD" spin_multiplicity=1 total_charge=0 e_lumo_ev="-0.690 / -3.353" e_homo_ev="-10.399 / -10.598"
C 1.70 1.20 0.26 0.36
N 1.67 2.34 0.28 -0.30
N 1.79 -0.11 0.23 -0.22
N 1.08 -1.09 0.22 0.18
N -1.95 0.30 -0.09 -0.62
N -0.11 -1.31 0.04 0.19
F -0.36 -2.68 -0.04 -0.21
H -2.50 0.20 -0.85 0.30
H -1.31 1.17 -0.05 0.32

The structure with the least stability is arrangement P.

Arrangement P

10
Properties=species:S:1:pos:R:3:nbo_charge:R:1 method="wB97M-V/def2-TZVPD" spin_multiplicity=1 total_charge=0 e_lumo_ev=0.172 smiles="COPC=O" e_homo_ev=-8.771
C 0.80 -1.58 0.90 -0.25
O 0.85 -0.19 0.62 -0.76
P 0.26 0.58 -0.87 0.67
C -1.42 1.57 -1.09 0.22
O -1.42 2.60 -1.60 -0.49
H -0.11 -1.79 1.52 0.17
H 1.72 -1.83 1.58 0.19
H 0.86 -2.33 0.19 0.18
H 0.81 1.85 -0.58 -0.03
H -2.36 1.12 -0.68 0.10

Arrangement Q

10
Properties=species:S:1:pos:R:3:nbo_charge:R:1 method="wB97M-V/def2-TZVPD" spin_multiplicity=1 total_charge=0 e_lumo_ev=0.901 e_homo_ev=-10.439
C 0.52 0.63 0.76 -0.08
C 0.75 -0.35 -0.37 -0.79
O -1.91 -1.46 0.11 -1.03
O -0.89 0.95 0.52 -0.77
P -1.10 -0.30 -0.52 1.86
H 0.88 0.16 1.71 0.20
H 0.95 1.55 0.61 0.19
H 1.50 -0.20 -1.12 0.25
H 0.90 -1.31 0.06 0.24
H -1.59 0.32 -1.76 -0.07

Arrangement R

10
Properties=species:S:1:pos:R:3:nbo_charge:R:1 method="wB97M-V/def2-TZVPD" spin_multiplicity=1 total_charge=0 e_lumo_ev="-0.520 / -0.520" e_homo_ev="-9.154 / -9.154"
C 0.04 0.13 0.23 -0.18
C 1.34 -0.19 -0.13 -0.73
O -0.40 1.89 -0.07 -0.77
O -2.79 -0.28 0.00 -0.99
P -1.39 -0.71 -0.14 1.53
H 1.95 0.07 0.69 0.24
H 1.51 0.29 -1.06 0.25
H 1.72 -1.29 -0.27 0.26
H -1.00 2.16 0.71 0.48
H -0.99 -2.08 0.06 -0.07

The structure with the least stability is arrangement R.

Arrangement P

15
Properties=species:S:1:pos:R:3:nbo_charge:R:1 method="wB97M-V/def2-TZVPD" spin_multiplicity=1 total_charge=0 e_lumo_ev=0.901 smiles="NC(N)=O.CN" e_homo_ev=-9.716
N -0.19 1.66 0.14 -0.88
C -1.25 1.22 0.90 0.77
N -2.10 0.33 0.17 -0.86
O -1.35 1.41 2.12 -0.64
H 0.22 1.06 -0.58 0.43
H 0.40 2.33 0.62 0.40
H -2.99 0.28 0.66 0.39
H -2.25 0.69 -0.77 0.37
C 1.44 -1.37 0.11 -0.42
N 1.19 -0.76 -1.24 -0.86
H 1.32 -2.44 0.07 0.18
H 0.85 -0.92 0.89 0.21
H 2.48 -1.23 0.43 0.19
H 1.92 -1.12 -1.87 0.36
H 0.32 -1.14 -1.64 0.36

Arrangement Q

15
Properties=species:S:1:pos:R:3:nbo_charge:R:1 method="wB97M-V/def2-TZVPD" spin_multiplicity=1 total_charge=0 e_lumo_ev=0.875 smiles="[H]/N=C(/N)NC.O" e_homo_ev=-8.492
H 1.15 -2.08 0.97 0.33
N 1.02 -1.08 1.10 -0.78
C 0.25 -0.57 0.22 0.59
N -0.20 0.72 0.44 -0.87
N -0.09 -1.07 -1.05 -0.64
C -1.50 -1.01 -1.46 -0.43
H 0.52 1.35 0.84 0.42
H -0.71 1.21 -0.28 0.36
H 0.30 -1.99 -1.17 0.37
H -2.18 -0.37 -0.91 0.21
H -1.55 -0.59 -2.47 0.19
H -1.93 -2.01 -1.40 0.19
O 1.43 2.49 1.40 -0.93
H 1.11 2.44 2.31 0.49
H 2.39 2.57 1.44 0.49

The structure with the least stability is arrangement Q.

Arrangement P

12
Properties=species:S:1:pos:R:3:nbo_charge:R:1 method="wB97M-V/def2-TZVPD" spin_multiplicity=1 total_charge=0 e_lumo_ev=0.935 smiles="C=C(C)[C@@H](F)Cl" e_homo_ev=-9.936
C -0.46 -0.53 1.40 -0.37
C -0.04 -0.08 0.25 -0.04
C -0.34 1.36 -0.23 -0.65
C 0.74 -0.84 -0.77 0.19
F 1.12 -2.10 -0.30 -0.35
Cl -0.34 -1.13 -2.17 -0.06
H -0.72 0.13 2.20 0.21
H -0.39 -1.58 1.62 0.22
H -0.65 1.51 -1.26 0.23
H 0.55 1.93 -0.07 0.21
H -1.14 1.66 0.44 0.22
H 1.66 -0.33 -1.12 0.20

Arrangement Q

12
Properties=species:S:1:pos:R:3:nbo_charge:R:1 method="wB97M-V/def2-TZVPD" spin_multiplicity=1 total_charge=0 e_lumo_ev=0.722 smiles=C[C@H]1[C@@H](F)[C@H]1Cl e_homo_ev=-9.969
C 1.34 -0.14 -0.23 -0.62
C 0.14 0.16 0.49 -0.26
C -0.90 0.81 -0.19 0.19
F -0.54 1.10 -1.47 -0.34
C -1.02 -0.57 0.23 -0.29
Cl -1.17 -1.96 -0.77 0.01
H 2.27 0.42 0.32 0.22
H 1.54 -1.22 -0.06 0.22
H 1.35 0.09 -1.32 0.25
H 0.10 0.36 1.67 0.21
H -1.64 1.57 0.16 0.19
H -1.46 -0.63 1.18 0.22

The structure with the least stability is arrangement Q.